# 1
The following is a DFT calculation (ωB97M-V/def2-TZVPD) of a molecular structure, C50H53BCl2F6Ge2RhS4 at a distorted geometry.

Spin multiplicity: 5
Relative energy (zero: lowest compared OMol25 entry of this formula, charge and spin): 0.00 kJ/mol
Gap between HOMO and LUMO (spin up / spin down): 0.28870 / 0.21115 Ha
HOMO level (spin up / spin down): -5.638 / -5.881 eV
DFT total energy: -254129.2736 eV
Net charge: -1
<S²>: 6.016
LUMO (spin up / spin down): 2.2 / -0.1 eV

Last column: Mulliken spin population.
Cartesian coordinates (Å):
Rh (3.15415, 0.19932, 1.28699)  2.517
C (-0.26356, 1.73409, -6.16101)  0.000
C (-0.56115, 2.17651, -4.78181)  0.000
C (-1.79422, 1.83506, -4.22069)  -0.001
C (-2.20425, 2.31250, -2.97832)  0.005
C (-3.49641, 1.75647, -2.32481)  0.000
C (-1.35990, 3.15227, -2.28011)  -0.002
C (-0.12578, 3.54797, -2.80519)  0.000
C (0.66940, 4.63464, -2.08458)  0.019
C (0.26108, 3.03737, -4.06999)  -0.005
C (-1.75514, 3.76311, -0.93468)  -0.008
C (-2.50520, 4.92771, -0.86827)  0.002
C (-2.83105, 5.53209, 0.32844)  0.002
C (-2.37953, 4.89715, 1.52784)  0.000
C (-1.51956, 3.75921, 1.44799)  -0.040
C (-1.19761, 3.19231, 0.20087)  0.031
Ge (-0.07165, 1.57236, 0.10825)  -0.033
S (1.98015, 2.05078, 0.54516)  0.454
S (-0.93406, -0.05558, 1.43319)  0.034
Ge (0.11877, -1.35685, -0.13442)  -0.051
S (2.02232, -1.83406, 0.70887)  0.343
S (0.05025, 0.25764, -1.73504)  0.099
C (-0.65711, -3.09580, -0.49024)  0.012
C (-1.45897, -3.81833, 0.39320)  -0.003
C (-1.82424, -5.07653, 0.10489)  0.002
C (-1.29000, -5.71193, -0.99869)  0.003
C (-0.43728, -5.04261, -1.86251)  -0.001
C (-0.13253, -3.70373, -1.67572)  -0.005
C (0.72295, -3.00513, -2.64856)  -0.004
C (2.11366, -3.11246, -2.63286)  -0.011
C (2.87883, -3.95843, -1.65059)  0.031
C (2.79710, -2.41781, -3.63741)  0.006
C (2.24573, -1.66858, -4.65978)  0.001
C (3.04927, -0.90587, -5.66033)  0.000
C (0.81284, -1.63736, -4.62965)  0.003
C (0.04213, -2.22990, -3.66953)  -0.003
C (-1.46118, -2.15828, -3.67001)  0.001
C (-2.00103, -3.23965, 1.65442)  0.005
C (-3.29548, -2.68361, 1.76337)  -0.003
C (-4.12131, -2.53037, 0.51666)  0.001
C (-3.75338, -2.19489, 2.98937)  0.000
C (-2.92079, -2.21291, 4.12368)  0.000
C (-3.46902, -1.60869, 5.39067)  0.000
C (-1.64064, -2.81748, 4.03124)  -0.003
C (-1.19368, -3.31554, 2.80095)  0.004
C (0.12532, -4.05640, 2.77899)  0.006
C (-0.98417, 3.25350, 2.74132)  0.011
C (0.23428, 3.73276, 3.24581)  -0.011
C (1.02217, 4.84116, 2.54330)  0.016
C (0.79179, 3.24579, 4.44514)  0.001
C (0.13113, 2.27594, 5.19399)  0.001
C (0.71121, 1.78033, 6.45774)  0.000
C (-1.12114, 1.80702, 4.70533)  0.001
C (-1.64524, 2.26253, 3.48803)  0.005
C (-2.99549, 1.70366, 3.08591)  0.000
H (-0.19208, 2.61426, -6.80344)  0.000
H (-1.02833, 1.08434, -6.53503)  0.000
H (0.72484, 1.31979, -6.23623)  0.000
H (-2.49008, 1.17582, -4.74541)  0.000
H (-4.06746, 1.16979, -3.02303)  0.000
H (-4.10292, 2.63064, -1.97657)  0.000
H (-3.27433, 1.26880, -1.38630)  0.000
H (1.53195, 4.22225, -1.54098)  -0.002
H (0.07635, 5.22161, -1.43323)  -0.001
H (1.04995, 5.24666, -2.89147)  0.002
H (1.20849, 3.25512, -4.43005)  0.000
H (-2.79400, 5.49410, -1.78592)  0.000
H (-3.46813, 6.38846, 0.30550)  0.000
H (-2.60702, 5.30075, 2.49162)  0.000
H (-2.49137, -5.52998, 0.81983)  0.000
H (-1.51725, -6.73341, -1.24229)  0.000
H (-0.07243, -5.54750, -2.77076)  0.000
H (2.18917, -4.30306, -0.86226)  -0.007
H (3.78541, -3.41145, -1.33749)  -0.009
H (3.26888, -4.81356, -2.15065)  0.002
H (3.85751, -2.55628, -3.58121)  0.001
H (3.49050, -0.03123, -5.18900)  0.000
H (2.38889, -0.59268, -6.47349)  0.000
H (3.90601, -1.45252, -6.09361)  0.000
H (0.24948, -1.09188, -5.39597)  0.000
H (-1.82222, -1.64040, -4.58113)  0.000
H (-1.86015, -1.63310, -2.78278)  -0.001
H (-1.81840, -3.20486, -3.70115)  0.000
H (-4.28342, -3.54777, 0.14015)  0.000
H (-3.52618, -1.89666, -0.21153)  -0.001
H (-5.06428, -2.00372, 0.67105)  0.000
H (-4.76656, -1.71718, 2.90165)  0.000
H (-4.47404, -1.90720, 5.59731)  0.000
H (-3.34368, -0.52849, 5.45396)  0.000
H (-2.88709, -1.99469, 6.26254)  0.000
H (-0.96751, -2.92038, 4.83903)  -0.001
H (-0.12026, -5.15252, 2.58722)  0.001
H (0.69453, -3.92606, 3.67138)  -0.001
H (0.80715, -3.75308, 1.93150)  0.009
H (0.57230, 5.50490, 1.80876)  -0.001
H (1.92893, 4.49125, 1.95184)  -0.004
H (1.35342, 5.49732, 3.35522)  0.001
H (1.72305, 3.57799, 4.84425)  0.000
H (0.54377, 0.68419, 6.66410)  0.000
H (0.31166, 2.27267, 7.31095)  0.000
H (1.78630, 1.88049, 6.45881)  0.000
H (-1.66535, 0.96967, 5.15441)  0.000
H (-3.06765, 0.67860, 3.38208)  -0.001
H (-3.01453, 1.79020, 1.96960)  0.000
H (-3.79437, 2.33441, 3.47247)  0.000
Cl (5.25110, -0.17151, -3.33416)  0.000
C (4.37099, -0.16379, -1.74823)  0.043
Cl (5.09924, 1.13568, -0.77205)  0.044
H (4.56826, -1.14044, -1.26914)  -0.016
H (3.33669, 0.06670, -1.92957)  -0.017
F (3.66836, 1.13648, 4.27894)  0.029
C (4.34271, 0.76024, 3.08743)  0.380
F (4.83589, 1.93158, 2.57978)  0.045
H (5.19400, 0.16560, 3.36846)  0.026
F (5.10188, -1.31246, 1.23860)  0.006
B (6.01268, -2.38477, 0.78166)  0.042
F (6.05103, -2.38034, -0.60730)  -0.001
F (5.51636, -3.53863, 1.33077)  -0.002
F (7.25065, -2.08129, 1.33369)  0.001

***

# 2
The following is a DFT calculation (ωB97M-V/def2-TZVPD) of 9 unconnected molecules or ions with the total composition C50H54Br3ClF9N12O5S2 at a distorted geometry.

Gap between HOMO and LUMO: 0.10622 Ha
HOMO level: -9.521 eV
DFT total energy: -349608.0289 eV
Net charge: +1
LUMO: -6.6 eV

Last column: Mulliken charge in e.
Cartesian coordinates (Å):
N (1.48954, -2.58355, -0.27956)  0.445
C (1.83515, -1.92918, 0.85495)  -3.446
N (3.12001, -1.88280, 1.31030)  0.483
C (3.10444, -2.64007, 2.61709)  -0.475
S (2.94276, -4.44324, 2.18841)  -0.073
C (2.06203, -2.09264, 3.67546)  1.429
C (2.08503, -3.17906, 4.80192)  -0.514
C (1.77320, -2.82464, 6.27349)  -0.087
O (1.24738, -3.63624, 6.91304)  -0.425
Br (2.22590, -1.20437, 7.25337)  -0.138
N (2.41463, -0.72308, 4.13652)  -0.926
C (3.57676, -0.50316, 4.38461)  0.792
S (5.11433, -0.20864, 4.53987)  -0.261
C (0.65200, -1.82336, 2.98467)  1.395
C (-0.19309, -3.15443, 2.70072)  -1.533
C (-1.46320, -3.38779, 3.57010)  0.500
O (-2.50525, -3.27694, 3.07282)  -0.369
Cl (-1.42364, -3.89579, 5.26849)  -0.112
C (-0.30312, -0.97297, 3.88201)  -1.058
O (-0.22998, -0.98260, 5.04675)  -0.176
C (-1.54861, -0.14768, 3.37648)  0.926
F (-1.94893, -0.50937, 2.12810)  -0.319
F (-2.56538, -0.57900, 4.17138)  -0.333
C (-1.52431, 1.40260, 3.56227)  0.655
F (-2.79916, 1.76611, 3.83161)  -0.319
F (-1.24231, 2.09408, 2.42946)  -0.026
C (-0.66722, 2.02379, 4.70463)  1.232
F (0.65207, 1.71118, 4.67085)  -0.204
F (-0.72347, 3.36940, 4.51202)  -0.318
C (-1.19156, 1.79863, 6.16026)  -0.349
O (-2.24723, 2.12237, 6.55875)  -0.484
O (-0.29458, 1.22235, 7.02281)  -0.383
N (0.90035, -1.22616, 1.63870)  0.894
C (0.98927, 0.25271, 1.54393)  -0.013
C (1.96338, 0.82589, 0.46044)  -0.681
C (1.85295, 2.35744, 0.24993)  0.398
F (2.59932, 2.61395, -0.88686)  -0.243
Br (0.04356, 2.96438, -0.26157)  -0.136
C (2.49724, 3.24170, 1.35813)  0.439
F (2.27319, 4.54002, 1.05235)  -0.206
F (1.99416, 3.05141, 2.57774)  -0.093
Br (4.44783, 3.04221, 1.27316)  -0.109
H (1.46836, -2.04537, -1.14289)  0.410
H (1.20421, -3.55411, -0.34085)  0.290
H (3.65434, -2.42018, 0.61279)  0.524
H (4.13989, -2.63580, 3.01518)  0.816
H (1.81068, -4.61741, 1.45767)  0.120
H (3.13425, -3.56128, 4.84360)  0.772
H (1.50042, -4.08568, 4.56915)  0.301
H (0.37511, -4.09458, 2.77527)  0.358
H (-0.57344, -3.11108, 1.66208)  0.373
H (-0.83056, 0.61832, 7.56768)  0.349
H (-0.00739, 0.59236, 1.18577)  0.322
H (1.18052, 0.80183, 2.48462)  0.241
H (1.79988, 0.37569, -0.54519)  0.191
H (3.02986, 0.62513, 0.70423)  0.326
N (-0.13415, 3.11364, -3.77029)  0.163
C (0.84297, 4.00506, -4.12596)  -0.297
C (0.58631, 4.42178, -5.40541)  -0.866
C (-0.59415, 3.76076, -5.83735)  -0.165
C (-1.01572, 2.96382, -4.80630)  -0.169
H (-0.19569, 2.64243, -2.88627)  0.091
H (1.63348, 4.26283, -3.43997)  0.436
H (1.17832, 5.12389, -5.96960)  0.399
H (-1.07800, 3.86064, -6.79566)  0.399
H (-1.86317, 2.30365, -4.71929)  0.023
N (-3.44667, 2.46218, -0.00024)  0.410
C (-4.10592, 1.50464, 0.72690)  -0.426
C (-5.44693, 1.77186, 0.65495)  -0.980
C (-5.60595, 2.93120, -0.15029)  -0.620
C (-4.35697, 3.33174, -0.54149)  -0.646
H (-2.45132, 2.52186, -0.12213)  -0.066
H (-3.56604, 0.72198, 1.22987)  0.646
H (-6.22904, 1.19897, 1.12649)  0.430
H (-6.53269, 3.41507, -0.41258)  0.468
H (-4.03544, 4.15797, -1.15468)  0.597
N (1.80265, -4.35952, -3.30398)  0.114
C (2.90523, -4.16783, -4.09698)  -0.614
C (3.14612, -5.33785, -4.76648)  -0.620
C (2.14936, -6.26982, -4.36905)  -0.692
C (1.33426, -5.63917, -3.46982)  -0.439
H (1.39990, -3.66950, -2.69861)  0.168
H (3.42006, -3.21953, -4.11395)  0.577
H (3.94863, -5.50865, -5.46638)  0.681
H (2.04408, -7.28761, -4.70721)  0.434
H (0.46565, -5.98598, -2.93416)  0.382
N (4.09859, -3.57879, -7.66909)  0.073
C (4.41356, -2.24839, -7.59075)  -0.379
C (5.15109, -1.92359, -8.69860)  -0.521
C (5.28220, -3.10175, -9.47926)  -0.495
C (4.62077, -4.10424, -8.82024)  -0.414
H (3.56540, -4.08984, -6.98740)  0.212
H (4.08731, -1.65062, -6.75526)  0.389
H (5.55132, -0.94866, -8.92532)  0.392
H (5.80217, -3.20164, -10.41814)  0.389
H (4.47754, -5.14287, -9.06900)  0.359
N (5.33830, -2.59235, -1.99973)  0.144
C (4.73145, -1.38464, -1.74944)  -0.935
C (5.69903, -0.41631, -1.77142)  -0.511
C (6.93253, -1.05361, -2.05302)  -0.625
C (6.67767, -2.39359, -2.19302)  -0.623
H (4.87278, -3.48373, -2.03755)  0.300
H (3.66831, -1.32254, -1.57503)  0.771
H (5.53834, 0.63762, -1.60604)  0.554
H (7.89791, -0.58351, -2.14285)  0.419
H (7.33279, -3.22095, -2.40967)  0.468
N (-4.02543, 0.74352, -6.35672)  0.102
C (-4.22716, 0.35860, -5.05849)  -0.368
C (-5.02812, -0.75297, -5.06742)  -0.542
C (-5.31684, -1.05421, -6.42418)  -0.399
C (-4.68263, -0.11552, -7.19477)  -0.510
H (-3.47923, 1.53413, -6.64971)  0.166
H (-3.78613, 0.90839, -4.24296)  0.369
H (-5.36880, -1.29110, -4.19749)  0.396
H (-5.92104, -1.86731, -6.79256)  0.393
H (-4.64314, 0.01607, -8.26333)  0.374
N (-2.54511, 7.71259, -0.47317)  0.037
C (-3.20505, 6.75698, 0.25331)  -0.605
C (-4.54670, 7.02362, 0.18197)  -0.382
C (-4.70427, 8.18216, -0.62313)  -0.497
C (-3.45321, 8.58189, -1.01401)  -0.502
H (-1.54954, 7.76718, -0.59146)  0.187
H (-2.66277, 5.97336, 0.75757)  0.553
H (-5.32864, 6.45065, 0.65396)  0.437
H (-5.63059, 8.66671, -0.88584)  0.400
H (-3.13135, 9.40728, -1.62713)  0.386
N (-4.47041, 0.13227, 8.01338)  0.109
C (-5.42532, -0.80253, 7.71572)  -0.535
C (-6.03598, -1.16899, 8.88620)  -0.416
C (-5.43017, -0.42274, 9.93086)  -0.635
C (-4.47088, 0.37247, 9.36135)  -0.292
H (-3.86317, 0.57479, 7.34612)  0.261
H (-5.58580, -1.12530, 6.70008)  0.389
H (-6.83040, -1.89119, 8.98288)  0.400
H (-5.67192, -0.46421, 10.98054)  0.390
H (-3.79004, 1.08570, 9.79645)  0.379